## w
22
Properties=species:S:1:pos:R:3:mulliken_charge:R:1 method="wB97M-V/def2-TZVPD" homo_lumo_gap_ev=9.365 e_homo_ha=-0.3022 smiles=CCC[C@H](C)NC lumo_ev=1.14 molar_mass_g_mol=101.2
C 2.47587 2.01122 0.05189 -1.00
C 1.68261 0.69990 0.01503 -0.28
C 0.16435 0.91217 -0.61720 -1.06
C -0.57586 -0.38862 -0.45104 0.27
C -1.97231 -0.33817 -1.22474 -1.33
N -0.93099 -0.67976 0.98450 -0.35
C -0.93549 -2.12573 1.25200 -0.87
H 1.96799 2.89462 -0.48625 0.29
H 3.65724 1.99250 -0.19169 0.26
H 2.60138 2.26486 1.18737 0.23
H 1.79799 0.12269 1.05150 0.26
H 2.32466 0.10435 -0.76492 0.22
H 0.40047 1.10560 -1.70865 0.29
H -0.37594 1.70423 -0.22433 0.51
H 0.20698 -1.14496 -0.76433 0.38
H -2.43471 0.67889 -1.23900 0.32
H -2.75411 -1.07306 -1.08682 0.41
H -1.62096 -0.63603 -2.28450 0.31
H -1.75600 -0.21578 1.31366 0.27
H -1.74428 -2.48523 1.89970 0.32
H -0.03940 -2.38197 1.90731 0.26
H -0.74939 -2.79706 0.34390 0.28

---

## x
22
Properties=species:S:1:pos:R:3:mulliken_charge:R:1 method="wB97M-V/def2-TZVPD" homo_lumo_gap_ev=9.620 e_homo_ha=-0.3109 smiles=CCCN(C)CC lumo_ev=1.16 molar_mass_g_mol=101.2
C 1.99400 0.14775 2.59858 -1.19
C 0.76670 0.68650 1.80965 -0.30
C 0.85552 0.04607 0.36388 -0.71
N -0.50128 -0.02401 -0.26137 -0.07
C -0.90913 1.29434 -0.89510 -0.99
C -0.52356 -1.11644 -1.26348 -0.31
C -1.73410 -1.08510 -2.20830 -1.16
H 2.88122 0.24662 1.95408 0.29
H 1.68725 -0.99377 2.80242 0.24
H 2.17955 0.57908 3.55584 0.40
H 0.99613 1.86051 1.76360 0.27
H -0.21089 0.50294 2.26656 0.34
H 1.35306 -0.98734 0.47095 0.43
H 1.53085 0.67186 -0.19185 0.26
H -0.60204 2.24790 -0.26930 0.27
H -0.58165 1.27703 -1.93684 0.32
H -1.97270 1.32093 -0.84620 0.35
H 0.43724 -1.10121 -2.01523 0.23
H -0.52027 -2.07635 -0.65131 0.37
H -2.63879 -0.57043 -1.85897 0.33
H -2.13738 -2.08424 -2.39329 0.34
H -1.58920 -0.56413 -3.25230 0.28

---

Which is most stable, and by how much? x, by 0.455 eV.

---

## w
20
Properties=species:S:1:pos:R:3:mulliken_charge:R:1 method="wB97M-V/def2-TZVPD" homo_lumo_gap_ev="10.219 / 5.742" e_homo_ha="-0.5142 / -0.5114" s2=0.76 spin_multiplicity=2 lumo_ev="-3.77 / -8.17" total_charge=+1 molar_mass_g_mol=103.2
C 0.53772 0.21554 2.65341 -0.85
N -0.51353 0.24134 1.55768 -0.13
C 0.03624 -0.54051 0.43086 -0.52
C -1.05662 -0.48660 -0.63141 -0.68
C -1.23385 0.99141 -0.93827 0.09
C -2.34778 1.69766 -0.55324 -0.61
H 1.58568 0.25409 2.23756 0.33
H 0.55274 -0.70758 3.16238 0.37
H 0.48012 1.15927 3.29574 0.31
H -1.36459 -0.18163 1.94189 0.29
H 0.40186 -1.56584 0.79688 0.39
H 0.91201 0.03413 -0.11058 0.33
H -1.87694 -0.93595 -0.22504 0.45
H -0.79525 -0.89496 -1.67534 0.31
H -0.32540 1.39992 -1.44143 0.34
H -3.21888 1.11662 -0.56951 0.31
H -2.47741 2.82398 -0.51648 0.28
H 3.40374 -1.05629 -3.73561 0.33
H 3.92242 -1.61841 -2.48755 0.31
O 3.37770 -1.94617 -3.19195 -0.64

---

## x
20
Properties=species:S:1:pos:R:3:mulliken_charge:R:1 method="wB97M-V/def2-TZVPD" homo_lumo_gap_ev="10.447 / 8.040" e_homo_ha="-0.5237 / -0.5547" s2=0.76 spin_multiplicity=2 lumo_ev="-3.81 / -7.05" total_charge=+1 molar_mass_g_mol=103.2
C 2.72942 -1.76597 -0.53459 -1.39
C 1.37524 -1.18603 -0.14036 -0.21
C 1.55584 0.32295 0.19748 -0.70
C 0.30493 0.85216 0.74316 -0.29
C -0.78520 1.33649 0.03653 0.16
N -1.76104 2.01857 0.62520 -0.26
H 2.71358 -2.85039 -0.61900 0.37
H 3.55779 -1.50445 0.12782 0.37
H 3.04702 -1.49731 -1.54726 0.36
H 0.64165 -1.47638 -0.88359 0.31
H 1.07251 -1.75651 0.74521 0.33
H 2.40503 0.43093 0.87214 0.39
H 1.88943 0.74450 -0.76051 0.36
H 0.21572 0.55065 1.78464 0.34
H -0.64316 1.48827 -1.02813 0.34
H -1.66145 2.46321 1.52511 0.25
H -2.67836 2.05743 0.20060 0.26
H -3.38840 -0.37452 -0.27550 0.30
H -2.93463 -1.28346 -1.50635 0.33
O -2.78498 -1.05119 -0.58896 -0.62

---

## y
20
Properties=species:S:1:pos:R:3:mulliken_charge:R:1 method="wB97M-V/def2-TZVPD" homo_lumo_gap_ev="10.091 / 4.489" e_homo_ha="-0.5267 / -0.5267" s2=0.78 spin_multiplicity=2 lumo_ev="-4.24 / -9.84" total_charge=+1 molar_mass_g_mol=103.2
C 1.51640 -2.28291 0.84171 -0.87
C 2.20549 -1.39626 -0.18707 -0.68
H 0.75521 -2.91837 0.38921 0.26
H 2.20597 -3.02474 1.27236 0.36
H 1.19782 -1.73906 1.72534 0.23
H 3.04278 -1.88483 -0.67459 0.34
H 2.67260 -0.51390 0.26718 0.24
H 1.51224 -1.01485 -0.93834 0.12
C -0.91898 1.51747 -0.72642 -0.32
C 0.10590 2.16291 0.23976 -1.17
C -1.71068 0.46130 -0.02502 0.52
O -1.43645 -0.26154 0.89125 -0.29
N -3.07634 0.29384 -0.48479 -0.12
H -1.57897 2.28665 -1.13800 0.35
H -0.37616 1.08524 -1.56598 0.36
H 0.47480 1.45006 0.96627 0.31
H -0.37419 2.94771 0.82081 0.40
H -3.62823 -0.46000 -0.05784 0.34
H -3.52797 0.74204 -1.28753 0.30
H 0.93876 2.54924 -0.32827 0.33

---

## z
20
Properties=species:S:1:pos:R:3:mulliken_charge:R:1 method="wB97M-V/def2-TZVPD" homo_lumo_gap_ev="10.315 / 7.134" e_homo_ha="-0.5222 / -0.5244" s2=0.75 spin_multiplicity=2 lumo_ev="-3.90 / -7.14" total_charge=+1 molar_mass_g_mol=103.2
C -1.46799 -1.35228 -0.02254 -1.39
N 0.65000 0.30062 1.34047 -0.52
C 0.01799 0.71146 0.18699 0.54
C -0.83233 -0.08312 -0.53072 1.19
C -1.27636 0.41752 -1.86911 -1.49
C 0.08096 2.21680 0.17879 -1.40
H -1.94515 -1.94905 -0.83132 0.35
H -2.08136 -1.08271 0.98538 0.33
H -0.82252 -2.20913 0.31799 0.41
H 0.34325 -0.59274 1.61715 0.28
H 0.40282 0.93781 2.13726 0.32
H -0.50532 0.92300 -2.36223 0.50
H -2.31244 0.88222 -1.81754 0.34
H -1.57669 -0.58007 -2.52065 0.41
H -0.27760 2.54768 -0.82768 0.33
H -0.68146 2.73849 0.86102 0.38
H 0.90220 2.58968 0.72698 0.45
H 4.30419 -2.63371 0.91851 0.30
H 3.38993 -1.53728 1.10805 0.30
O 3.68787 -2.24521 0.40321 -0.60

---

Which is most stable, and by how much? x, by 1.189 eV.

---

## w
20
Properties=species:S:1:pos:R:3:mulliken_charge:R:1 method="wB97M-V/def2-TZVPD" homo_lumo_gap_ev="9.633 / 4.754" e_homo_ha="-0.5238 / -0.5237" s2=0.75 spin_multiplicity=2 lumo_ev="-4.62 / -9.50" total_charge=+1 molar_mass_g_mol=103.2
C -0.91316 1.80357 0.85373 -0.85
C -0.41489 1.92260 -0.53323 0.86
O 0.09144 2.99954 -0.93689 -0.15
N -0.53616 0.82321 -1.30296 -0.21
H -0.97215 0.79383 1.22737 0.17
H -1.81759 2.20813 1.05475 0.36
H -0.10511 0.97941 -2.17350 0.25
H -0.80338 -0.09379 -1.08417 0.18
H -0.29852 2.45758 1.61033 0.34
C 0.80807 -2.08656 1.03345 -0.20
C -0.67982 -2.53449 0.85276 -1.05
C 1.60594 -2.14975 -0.23256 -1.03
H 0.74845 -1.10642 1.45959 0.14
H 1.24563 -2.46419 1.94708 0.41
H -1.25635 -1.66611 0.48465 0.20
H -1.00554 -2.76240 1.94253 0.28
H 2.04992 -1.08413 -0.54712 0.18
H 2.40910 -2.83804 -0.19881 0.36
H -0.72288 -3.37658 0.25313 0.43
H 1.11318 -2.53837 -1.20489 0.30

---

## x
20
Properties=species:S:1:pos:R:3:mulliken_charge:R:1 method="wB97M-V/def2-TZVPD" homo_lumo_gap_ev="12.172 / 6.928" e_homo_ha="-0.5441 / -0.5438" s2=0.75 spin_multiplicity=2 lumo_ev="-2.63 / -7.87" total_charge=+1 molar_mass_g_mol=103.2
C 2.12748 -0.32798 0.89787 -0.38
N 0.78003 -0.67276 0.38985 0.03
C -0.33596 0.19733 0.65825 -0.59
C -1.50638 -0.32293 -0.27902 0.20
C -2.82798 0.30145 0.12135 -1.42
O -1.11657 0.02917 -1.59409 -0.51
C 2.95315 0.51980 -0.04464 -1.02
H 1.90098 0.10312 1.87416 0.39
H 2.63042 -1.28501 1.06855 0.34
H 0.79075 -0.97152 -0.59499 0.35
H -0.23135 1.23231 0.31886 0.30
H -0.65139 0.02912 1.69467 0.41
H -1.44440 -1.41294 -0.16048 0.37
H -3.42620 0.43406 -0.78824 0.43
H -2.68836 1.32502 0.44750 0.43
H -3.36013 -0.33808 0.83183 0.34
H -1.80655 0.53863 -1.99200 0.30
H 2.69781 0.28170 -1.08664 0.33
H 2.62026 1.56401 -0.00015 0.33
H 3.99767 0.57036 0.20222 0.35

---

## y
20
Properties=species:S:1:pos:R:3:mulliken_charge:R:1 method="wB97M-V/def2-TZVPD" homo_lumo_gap_ev="10.621 / 5.940" e_homo_ha="-0.4984 / -0.4984" s2=0.75 spin_multiplicity=2 lumo_ev="-2.94 / -7.62" total_charge=+1 molar_mass_g_mol=103.2
C 1.64905 -0.92162 1.65198 -0.78
N 0.22427 -1.08700 1.36328 0.27
C -0.28086 -2.07891 0.43219 -0.47
C -1.47225 -1.33196 -0.36172 -0.52
C -1.73701 -0.06574 0.41810 -0.59
C -0.34983 0.28036 1.10233 -0.62
H 2.13004 -1.88265 1.33723 0.37
H 1.91642 -0.67135 2.70769 0.31
H 2.02334 -0.09055 1.11147 0.36
H 0.45188 -2.33932 -0.31270 0.33
H -0.73355 -2.94332 0.81547 0.32
H -2.37133 -1.97340 -0.39514 0.34
H -1.15877 -1.08474 -1.45869 0.28
H -2.35156 -0.24245 1.32580 0.30
H -2.12890 0.84325 -0.12310 0.36
H 0.25019 0.80029 0.30492 0.41
H -0.57401 0.88276 2.02026 0.35
H 1.62530 4.18512 -3.40288 0.29
H 1.48106 4.70991 -4.72466 0.33
O 1.40651 5.01133 -3.81182 -0.62

---

Which is most stable, and by how much? x, by 0.329 eV.